{"formula": "C4H10N4O3", "method": "the ωB97M-V functional and the def2-TZVPD basis", "elements": ["C", "C", "C", "C", "N", "N", "N", "N", "O", "O", "O", "H", "H", "H", "H", "H", "H", "H", "H", "H", "H"], "positions_angstrom": [[1.403716, -1.525560, -0.015984], [-0.576776, -0.186647, -1.409847], [-0.474225, 1.778473, -0.016597], [0.997143, -0.102519, 0.447247], [0.878405, -2.481188, 0.767077], [1.056651, -0.028807, 1.858217], [-0.203025, 0.353431, -0.113716], [2.316542, 0.796433, -0.149077], [3.224467, 0.924125, 0.635972], [2.124207, -1.730392, -0.962050], [2.216842, 1.265954, -1.248115], [-0.603700, -1.272989, -1.361211], [-1.576685, 0.174929, -1.643220], [0.108449, 0.116947, -2.206216], [-1.554192, 1.925168, -0.023699], [-0.081937, 2.184931, 0.913486], [-0.035355, 2.334394, -0.851541], [0.357634, -2.227812, 1.589050], [1.121205, -3.443882, 0.600317], [2.025678, -0.037413, 2.166676], [0.595911, 0.793934, 2.227893]], "forces_ev_per_angstrom": [[0.5291, -0.0590, -0.3187], [-0.0790, -0.1627, -0.0158], [-0.2890, 0.0795, 0.3366], [-1.1556, -0.2667, 0.3664], [-0.3504, -0.3813, 0.2947], [-0.0451, 0.4044, -0.3557], [0.9358, -0.1000, -0.0346], [-1.4089, -1.0699, 1.1374], [3.1921, -0.1010, 3.7357], [-0.2072, -0.0087, -0.0379], [-1.4671, 1.5478, -4.8801], [-0.0358, -0.0057, -0.0814], [-0.0117, -0.0166, -0.0107], [0.1295, 0.1037, 0.0451], [0.0005, 0.0503, 0.0119], [0.0119, 0.0517, -0.0447], [0.1405, -0.1580, -0.0011], [0.0909, -0.0058, 0.0178], [0.0015, 0.0793, -0.0790], [-0.0161, 0.0586, -0.0698], [0.0340, -0.0400, -0.0160]], "mulliken_charge": [-0.250, -0.904, -0.995, 0.713, -0.297, -0.527, 0.019, 1.005, -0.785, -0.574, -0.581, 0.322, 0.365, 0.318, 0.356, 0.322, 0.367, 0.233, 0.269, 0.323, 0.301], "homo_lumo_gap_ev": [6.649, 6.741], "e_above_lowest_kj_mol": 25.3, "total_energy_ha": -602.94954, "multiplicity": 3, "e_lumo_ev": [0.69, -2.60], "homo_energy_ev": [-5.96, -9.34]}